{"formula": "C29H48BBrMgN3P2", "method": "the ωB97M-V functional and the def2-TZVPD basis", "lumo_energy_ev": -2.99, "e_homo_ev": -9.8251, "fmax_ev_per_a": 0.10, "total_charge": 1, "species": ["Mg", "C", "C", "C", "C", "P", "C", "N", "B", "N", "C", "P", "C", "C", "C", "C", "C", "C", "C", "C", "C", "C", "C", "C", "C", "C", "C", "C", "C", "C", "H", "H", "H", "H", "H", "H", "H", "H", "H", "H", "H", "H", "H", "H", "H", "H", "H", "H", "H", "H", "H", "H", "H", "H", "H", "H", "H", "H", "H", "H", "H", "H", "H", "H", "H", "H", "H", "H", "H", "H", "H", "H", "H", "H", "Br", "C", "C", "C", "C", "N", "C", "H", "H", "H", "H"], "coordinates": [[-0.3730, 0.1760, 0.0527], [-0.3342, 0.7573, 5.3240], [0.0581, 0.0276, 4.0361], [-1.0687, -0.9440, 3.6513], [1.3305, -0.7911, 4.2674], [0.2727, 1.1355, 2.5452], [-1.1786, 2.3083, 2.6910], [-1.5893, 2.7769, 1.3843], [-1.6321, 1.9424, 0.2120], [-1.6464, 2.8755, -0.8859], [-1.4394, 2.5497, -2.2788], [-0.1979, 1.1607, -2.4775], [-1.0317, 0.0178, -3.7003], [-1.5070, 0.6717, -5.0000], [-0.1031, -1.1567, -4.0228], [-2.2505, -0.5388, -2.9462], [1.3175, 2.0231, -3.1510], [1.1240, 2.7851, -4.4620], [2.4616, 1.0162, -3.3106], [1.7090, 3.0101, -2.0402], [-1.6748, 4.1825, -0.3945], [-1.7052, 5.4024, -1.0500], [-1.6953, 6.5631, -0.2830], [-1.6689, 6.5023, 1.1056], [-1.6480, 5.2795, 1.7686], [-1.6429, 4.1208, 1.0108], [1.7807, 2.2324, 2.6825], [2.0716, 2.7844, 4.0771], [1.5440, 3.4105, 1.7268], [2.9885, 1.4372, 2.1709], [-0.4838, 0.0182, 6.1153], [-1.2684, 1.3089, 5.2168], [0.4351, 1.4477, 5.6611], [-1.2979, -1.5897, 4.5023], [-0.7629, -1.5853, 2.8220], [-1.9900, -0.4294, 3.3695], [1.1304, -1.5601, 5.0175], [2.1527, -0.1792, 4.6366], [1.6576, -1.2952, 3.3538], [-0.9035, 3.1466, 3.3341], [-1.9910, 1.7795, 3.1926], [-1.0681, 3.4254, -2.8124], [-2.3728, 2.2643, -2.7674], [-0.6769, 0.9135, -5.6600], [-2.0830, 1.5811, -4.8262], [-2.1537, -0.0285, -5.5348], [0.7360, -0.8560, -4.6470], [-0.6636, -1.9170, -4.5719], [0.2901, -1.6223, -3.1146], [-2.9910, 0.2264, -2.7125], [-1.9600, -1.0162, -2.0071], [-2.7372, -1.2952, -3.5659], [0.9235, 2.1198, -5.2986], [2.0437, 3.3293, -4.6912], [0.3207, 3.5206, -4.4057], [2.3424, 0.3934, -4.1953], [2.5529, 0.3631, -2.4384], [3.4036, 1.5589, -3.4177], [0.9170, 3.7230, -1.8005], [2.5836, 3.5800, -2.3626], [1.9823, 2.4809, -1.1239], [-1.7507, 5.4611, -2.1304], [-1.7226, 7.5257, -0.7754], [-1.6755, 7.4184, 1.6806], [-1.6452, 5.2434, 2.8513], [1.2127, 3.3143, 4.4926], [2.8944, 3.5006, 4.0088], [2.3725, 2.0060, 4.7772], [0.8315, 4.1292, 2.1286], [1.1696, 3.0878, 0.7523], [2.4897, 3.9350, 1.5690], [3.1941, 0.5516, 2.7715], [3.8775, 2.0717, 2.1972], [2.8397, 1.1207, 1.1343], [-2.9952, -4.8790, 0.6307], [-1.3637, -4.0024, 0.3348], [-0.1790, -4.7103, 0.2038], [0.9936, -4.0037, -0.0137], [0.9411, -2.6255, -0.0914], [-0.2038, -1.9455, 0.0369], [-1.3388, -2.6226, 0.2471], [-0.1767, -5.7898, 0.2693], [1.9386, -4.5160, -0.1231], [1.8373, -2.0415, -0.2622], [-2.2500, -2.0435, 0.3476]], "mulliken_charge": [2.3011, -1.7369, 1.9434, -1.8074, -1.9498, 0.0520, -1.1429, 0.1705, -0.1187, 0.3212, -1.0762, 0.3448, 1.8201, -1.6610, -1.8038, -2.0204, 1.5062, -1.6779, -1.8076, -1.5039, 0.4729, -0.6058, -0.7810, -0.8421, -0.5752, 0.4253, 2.1723, -1.9495, -2.0254, -1.6957, 0.5366, 0.3200, 0.3121, 0.5728, 0.2964, 0.3015, 0.5157, 0.3110, 0.3036, 0.2790, 0.5487, 0.0728, 0.4891, 0.3249, 0.2605, 0.5261, 0.3170, 0.5226, 0.2064, 0.2713, 0.3073, 0.6478, 0.3252, 0.4754, 0.2748, 0.3613, 0.2289, 0.5074, 0.2027, 0.6905, 0.1000, 0.4668, 0.4067, 0.4151, 0.4824, 0.3303, 0.4891, 0.3425, 0.3324, 0.0561, 0.6808, 0.3302, 0.5255, 0.1652, -0.1068, -0.4518, -0.1163, -0.8718, -0.5329, 0.1274, -0.1710, 0.4657, 0.4617, 0.5020, 0.5125]}